The following is a DFT calculation (the ωB97M-V functional and the def2-TZVPD basis) of C16H24F6HgN5O7S3 as an isolated structure in a non-equilibrium geometry.

Calculated values
Spin multiplicity: 2
Kohn-Sham gap (spin up / spin down), eV: 4.8 / 8.8
<S²>: 0.76
Energy relative to the best compared isomer or geometry (same formula, charge and spin), kJ/mol: 186.8
Highest occupied orbital energy (spin up / spin down), eV: -5.25 / -9.27
DFT total energy, eV: -91743.503

Geometry (Å):
Hg -0.940 0.916 0.896
C 0.548 -3.128 3.408
C 0.020 -2.356 2.235
N -0.551 -1.179 2.403
N -0.955 -0.761 3.704
C -1.956 0.162 3.802
N -2.313 0.624 5.011
S -2.760 0.887 2.493
C 0.371 -2.707 0.821
C 1.435 -3.589 0.528
C 1.965 -3.648 -0.710
C 1.374 -2.904 -1.736
C 0.329 -2.056 -1.384
N -0.193 -1.933 -0.134
H -0.047 -2.947 4.330
H 1.607 -2.961 3.469
H 0.487 -4.233 3.238
H -0.547 -1.200 4.506
H -2.027 0.097 5.863
H -3.111 1.291 5.090
H 1.804 -4.307 1.270
H 2.818 -4.295 -0.873
H 1.716 -3.048 -2.734
H -0.204 -1.496 -2.192
C -2.061 4.702 -0.164
O -1.320 3.713 -0.831
C -1.916 3.346 -2.121
C -0.946 2.406 -2.771
O -1.427 1.067 -2.757
C -1.865 0.607 -4.038
C -2.808 -0.524 -3.776
O -1.989 -1.663 -3.527
C -2.610 -2.596 -2.651
H -1.801 5.725 -0.514
H -3.188 4.638 -0.205
H -1.748 4.629 0.893
H -2.857 2.914 -1.978
H -1.988 4.250 -2.731
H -0.913 2.737 -3.858
H 0.068 2.499 -2.403
H -2.432 1.438 -4.477
H -1.077 0.334 -4.770
H -3.580 -0.289 -2.977
H -3.309 -0.650 -4.770
H -3.706 -2.620 -2.748
H -2.353 -3.622 -2.965
H -2.348 -2.495 -1.559
F 2.666 3.019 -1.485
C 2.490 3.322 -0.182
F 3.683 3.866 0.279
F 1.551 4.276 0.006
S 1.995 1.687 0.679
O 1.485 2.063 1.989
O 0.893 1.253 -0.291
N 3.049 0.552 0.582
S 4.341 0.310 1.581
O 5.546 0.491 0.798
O 4.198 0.865 2.921
C 4.341 -1.507 1.802
F 4.367 -2.184 0.664
F 3.249 -1.934 2.550
F 5.450 -1.856 2.501


The following is a DFT calculation (the ωB97M-V functional and the def2-TZVPD basis) of a 7-piece molecular cluster, C32H77FNO25PS8 overall in a non-equilibrium geometry.

Calculated values
Kohn-Sham gap, eV: 9.0
Energy relative to the best compared isomer or geometry (same formula, charge and spin), kJ/mol: 16.9
Highest occupied orbital energy, eV: -8.53
DFT total energy, eV: -185794.845

Geometry (Å):
C -5.621 3.009 -3.044
O -4.496 2.865 -3.887
C -4.102 1.520 -4.070
C -2.682 1.463 -4.641
C -1.682 2.519 -4.112
C -0.534 1.922 -3.283
C 0.680 2.862 -3.075
C 0.602 4.283 -3.624
C 1.886 5.062 -3.333
C 2.011 6.280 -4.263
S 3.489 7.216 -3.905
O 4.315 7.235 -5.078
O 4.045 6.810 -2.635
O 2.863 8.672 -3.688
O 1.025 2.970 -1.661
S 1.539 1.617 -1.019
O 2.545 1.030 -1.870
O 1.845 1.899 0.355
C 0.088 0.587 -1.163
P -0.423 -0.204 0.420
N -1.358 -1.427 0.122
C -1.067 1.228 -1.987
C -2.171 1.938 -1.163
C -1.950 3.151 -0.254
C -1.825 4.531 -0.888
F -0.853 2.959 0.577
H -6.354 2.209 -3.209
H -6.095 3.960 -3.287
H -5.320 2.998 -1.990
H -4.789 1.028 -4.773
H -4.173 0.963 -3.124
H -2.748 1.580 -5.726
H -2.293 0.450 -4.479
H -1.252 3.007 -4.991
H -2.213 3.292 -3.561
H -0.142 1.101 -3.901
H 1.550 2.406 -3.561
H 0.480 4.198 -4.709
H -0.271 4.812 -3.243
H 1.966 5.358 -2.287
H 2.741 4.399 -3.526
H 2.161 5.951 -5.294
H 1.151 6.946 -4.205
H 3.313 9.054 -2.924
H 0.426 -0.281 -1.740
H -1.040 0.809 1.150
H 0.792 -0.466 1.063
H -0.969 -2.299 0.462
H -1.584 0.344 -2.378
H -2.615 1.152 -0.539
H -2.973 2.235 -1.845
H -2.824 3.177 0.409
H -0.780 4.770 -1.074
H -2.420 4.606 -1.800
H -2.204 5.286 -0.192
O 7.638 5.577 1.682
S 6.519 6.383 1.290
O 6.446 7.735 1.759
O 5.181 5.616 1.664
C 5.066 5.096 3.012
C 4.728 6.172 4.019
C 6.312 6.353 -0.451
H 5.988 4.575 3.271
H 4.274 4.354 2.946
H 5.554 6.874 4.137
H 4.523 5.710 4.985
H 3.856 6.743 3.702
H 6.327 5.319 -0.785
H 7.144 6.908 -0.880
H 5.371 6.827 -0.703
O 0.722 -4.216 -1.479
S -0.350 -5.007 -0.950
O -0.732 -4.824 0.418
O -0.018 -6.541 -1.205
C 1.286 -7.011 -0.791
C 1.370 -7.255 0.701
C -1.764 -4.892 -1.979
H 2.041 -6.301 -1.130
H 1.422 -7.937 -1.347
H 1.310 -6.324 1.261
H 2.319 -7.740 0.935
H 0.554 -7.899 1.028
H -1.460 -5.064 -3.008
H -2.154 -3.883 -1.849
H -2.500 -5.622 -1.649
O 1.852 0.255 -6.363
S 2.832 1.294 -6.247
O 2.369 2.645 -6.109
O 3.831 1.207 -7.472
C 3.259 1.138 -8.802
C 2.791 2.488 -9.304
C 3.973 0.925 -4.971
H 2.455 0.401 -8.802
H 4.069 0.751 -9.416
H 1.931 2.846 -8.741
H 2.507 2.404 -10.353
H 3.586 3.227 -9.211
H 4.325 -0.092 -5.118
H 3.439 1.007 -4.024
H 4.793 1.638 -5.008
O 5.535 4.020 6.687
S 6.676 4.392 7.470
O 7.882 3.633 7.360
O 6.235 4.472 8.994
C 5.534 3.327 9.541
C 6.465 2.184 9.882
C 7.034 6.097 7.240
H 4.757 3.023 8.839
H 5.048 3.717 10.433
H 6.898 1.741 8.986
H 5.909 1.413 10.416
H 7.282 2.532 10.514
H 6.118 6.668 7.362
H 7.419 6.198 6.227
H 7.787 6.393 7.965
O -5.624 -8.043 -0.658
S -5.924 -6.646 -0.559
O -4.860 -5.697 -0.689
O -6.713 -6.376 0.783
C -6.132 -6.889 2.014
C -4.992 -6.031 2.520
C -7.217 -6.227 -1.675
H -5.820 -7.922 1.863
H -6.954 -6.889 2.725
H -4.125 -6.081 1.864
H -4.701 -6.382 3.510
H -5.299 -4.987 2.586
H -8.033 -6.931 -1.543
H -6.801 -6.301 -2.677
H -7.535 -5.208 -1.469
O -8.148 -8.561 5.832
S -6.793 -8.834 6.203
O -5.747 -8.583 5.258
O -6.691 -10.329 6.719
C -7.248 -11.365 5.869
C -6.342 -11.715 4.709
C -6.408 -8.039 7.722
H -8.236 -11.049 5.534
H -7.376 -12.213 6.538
H -6.269 -10.896 3.996
H -6.740 -12.589 4.192
H -5.337 -11.943 5.064
H -7.188 -8.266 8.442
H -6.373 -6.972 7.514
H -5.438 -8.392 8.062


The following is a DFT calculation (the ωB97M-V functional and the def2-TZVPD basis) of a 10-piece molecular cluster, C38H66N8O7 overall in a non-equilibrium geometry.

Calculated values
Kohn-Sham gap, eV: 9.0
Highest occupied orbital energy, eV: -8.84
DFT total energy, eV: -66728.680

Geometry (Å):
C 4.985 -0.035 -1.015
C 5.243 -0.503 -2.446
C 3.951 -0.043 -3.174
O 3.435 1.052 -2.405
C 3.668 0.796 -1.052
H 5.806 0.637 -0.765
H 4.968 -0.886 -0.333
H 5.404 -1.561 -2.656
H 6.097 0.027 -2.868
H 3.240 -0.870 -3.180
H 4.108 0.176 -4.230
H 2.793 0.252 -0.695
H 3.827 1.739 -0.529
C -2.442 4.714 3.832
C -1.757 5.791 2.946
C -1.424 5.035 1.612
O -2.322 3.914 1.675
C -2.507 3.428 3.000
H -3.405 5.067 4.200
H -1.859 4.455 4.716
H -0.880 6.260 3.391
H -2.483 6.564 2.693
H -0.409 4.657 1.497
H -1.526 5.664 0.727
H -1.724 2.712 3.247
H -3.518 3.057 3.170
C -1.649 -3.837 2.650
C -2.245 -4.927 1.812
O -3.013 -4.608 0.895
N -1.960 -6.216 2.034
C -1.231 -6.731 3.190
H -2.130 -3.761 3.625
H -1.771 -2.882 2.138
H -0.578 -4.026 2.720
H -2.304 -6.886 1.362
H -0.300 -6.200 3.389
H -0.971 -7.737 2.860
H -1.786 -6.868 4.118
C -4.104 1.437 -3.782
C -4.233 1.735 -2.302
O -5.191 2.378 -1.833
N -3.318 1.176 -1.474
C -3.488 1.237 0.021
H -4.825 1.834 -4.497
H -4.152 0.350 -3.845
H -3.112 1.717 -4.135
H -2.605 0.657 -1.966
H -2.695 0.736 0.577
H -4.415 0.747 0.319
H -3.541 2.248 0.426
C -0.675 0.879 6.881
C -1.967 0.851 6.088
O -2.663 1.904 6.137
N -2.132 -0.167 5.263
C -3.139 -0.337 4.273
H -0.222 -0.108 6.981
H -0.942 1.216 7.883
H 0.057 1.589 6.497
H -1.567 -0.989 5.419
H -3.680 -1.250 4.521
H -2.697 -0.562 3.302
H -3.870 0.468 4.198
C 0.223 0.523 -4.641
C -0.950 -0.415 -4.459
O -1.572 -0.404 -3.392
N -1.402 -1.150 -5.435
C -0.729 -1.415 -6.694
H 0.441 1.088 -3.735
H 0.057 1.306 -5.380
H 1.115 -0.072 -4.840
H -2.204 -1.715 -5.197
H 0.348 -1.248 -6.692
H -1.139 -0.977 -7.604
H -0.854 -2.491 -6.812
C -0.358 7.165 -2.186
C 0.769 6.647 -1.242
O 1.325 7.391 -0.427
N 1.023 5.344 -1.371
C 1.870 4.629 -0.484
H -0.256 8.248 -2.255
H -1.328 6.929 -1.747
H -0.324 6.763 -3.198
H 0.420 4.867 -2.026
H 2.576 5.260 0.055
H 2.509 3.933 -1.028
H 1.333 3.939 0.167
N 1.394 -4.892 -1.371
C 1.687 -3.963 -2.311
C 0.728 -3.376 -3.140
C -0.619 -3.749 -2.904
C -0.947 -4.667 -1.927
C 0.077 -5.209 -1.160
H 2.746 -3.787 -2.431
H 1.031 -2.625 -3.854
H -1.454 -3.325 -3.441
H -1.978 -4.914 -1.723
H -0.274 -5.835 -0.353
N 5.572 -2.708 2.554
C 6.209 -3.322 1.518
C 5.565 -3.700 0.372
C 4.173 -3.505 0.282
C 3.483 -2.876 1.310
C 4.224 -2.493 2.408
H 7.264 -3.512 1.649
H 6.142 -4.032 -0.478
H 3.699 -3.775 -0.650
H 2.414 -2.734 1.256
H 3.718 -2.079 3.267
N 0.084 -1.103 1.623
C 0.278 -1.473 0.349
C 0.299 -0.590 -0.755
C -0.014 0.755 -0.446
C -0.298 1.176 0.886
C -0.264 0.179 1.885
H 0.389 -2.521 0.113
H 0.552 -0.952 -1.740
H -0.169 1.500 -1.212
H -0.410 2.237 1.052
H -0.351 0.556 2.893


The following is a DFT calculation (the ωB97M-V functional and the def2-TZVPD basis) of a 2-piece molecular cluster, C6H9IO3 overall in a non-equilibrium geometry.

Calculated values
Kohn-Sham gap, eV: 9.6
Energy relative to the best compared isomer or geometry (same formula, charge and spin), kJ/mol: 13.6
Highest occupied orbital energy, eV: -9.60
DFT total energy, eV: -20608.722

Geometry (Å):
C -4.642 -1.022 -1.168
C -3.883 -1.000 0.091
C 0.460 0.476 -0.335
C -3.105 -2.233 0.496
C 1.674 0.710 0.416
C -0.049 1.742 -1.070
O -5.340 -1.049 -0.021
O -4.638 -1.090 -2.355
O -0.144 -0.583 -0.489
I -3.407 1.007 0.825
H -2.156 -2.193 -0.105
H -3.629 -3.175 0.316
H -2.879 -2.135 1.586
H 2.622 0.475 -0.189
H 1.900 0.089 1.311
H 1.644 1.752 0.603
H -0.888 1.401 -1.550
H 0.643 2.239 -1.680
H -0.266 2.524 -0.343